{
  "formula": "C19H36N8O3",
  "method": "ωB97M-V with the def2-TZVPD basis set",
  "elements": ["O", "O", "O", "N", "N", "N", "N", "N", "N", "N", "N", "C", "C", "C", "C", "C", "C", "C", "C", "C", "C", "C", "C", "C", "C", "C", "C", "C", "C", "C", "H", "H", "H", "H", "H", "H", "H", "H", "H", "H", "H", "H", "H", "H", "H", "H", "H", "H", "H", "H", "H", "H", "H", "H", "H", "H", "H", "H", "H", "H", "H", "H", "H", "H", "H", "H"],
  "positions_angstrom": [[1.15439, -1.55780, 2.65141], [-2.89137, -6.08230, -1.41116], [-3.80238, 3.26870, 7.24489], [1.39729, 1.81982, -7.62609], [-3.82449, -6.12978, -3.40790], [-1.07023, -0.15089, -1.79104], [-0.59644, 6.01259, -2.39534], [-3.05337, 2.29526, 5.29650], [5.86973, 4.91856, 1.76857], [3.42208, -2.04128, 3.21644], [1.63299, -3.12505, -4.46373], [1.69614, -3.27361, -1.81819], [1.61349, 1.84485, -6.55107], [5.41492, 4.54612, 0.76856], [-2.37909, 1.16651, 4.66397], [4.07453, -1.35779, 2.12869], [-3.68911, 3.25649, 4.39250], [4.78450, 4.08913, -0.41554], [-0.52783, 1.79506, -0.01924], [-1.00912, 8.29733, -1.03338], [-0.83258, 0.68653, -0.99756], [2.01930, -2.10892, 3.37302], [-4.31860, -5.42485, -4.54101], [-3.21743, 2.38411, 6.65087], [1.65707, -3.17337, -3.29025], [-3.17393, -5.55089, -2.46639], [-0.78010, 7.02416, -1.76809], [4.27748, -2.77323, 4.25679], [1.81490, 1.84761, -5.09884], [-3.97232, -7.62788, -3.59904], [2.86505, 1.95314, -4.82655], [1.61925, -2.66635, 4.23409], [-1.58333, 8.27461, -0.10717], [-3.45016, -8.06624, -2.74857], [0.92027, -4.00224, -1.58324], [-1.41267, 2.28163, 0.39113], [-4.98421, -8.02796, -3.53490], [-3.61421, 2.95637, 3.34731], [1.32161, 1.09502, -4.48373], [0.20307, 2.45681, -0.48396], [-3.13751, 0.50043, 4.25258], [-1.50072, 8.91420, -1.78564], [-3.48857, -8.09600, -4.45634], [-3.40585, 4.30759, 4.44760], [-4.76382, 3.34541, 4.55123], [-1.94581, 1.46594, 3.70966], [-0.01838, 8.71172, -0.84678], [1.36475, -2.51239, -1.11191], [-1.66000, 0.67752, 5.32116], [-4.09589, -4.36722, -4.39990], [-2.77804, 1.52140, 7.17514], [4.72173, -1.95401, 1.48545], [3.61359, -3.50512, 4.71689], [3.74275, 3.88419, -0.16883], [-3.03119, -4.48310, -2.69365], [4.67161, -2.16190, 5.06860], [-5.38724, -5.50683, -4.73951], [4.87301, 4.93987, -1.09118], [-3.62944, -5.72920, -5.32875], [-0.09210, 1.43662, 0.91336], [5.25691, 3.17353, -0.77136], [4.70525, -0.56672, 2.53428], [3.36390, -0.77666, 1.54099], [5.06577, -3.31540, 3.73454], [2.53042, -3.79565, -1.34962], [1.44987, 2.76180, -4.63074]],
  "forces_ev_per_angstrom": [[2.494, -1.019, 1.155], [0.968, 0.064, 0.444], [0.148, -0.144, -0.428], [-1.293, -0.073, -7.363], [-2.822, -4.169, -3.812], [0.788, 2.476, 2.375], [-0.851, 5.054, 3.149], [0.186, 0.774, -0.190], [-0.494, -0.441, -1.373], [-1.339, -1.456, 1.835], [0.025, -0.165, 3.180], [-1.133, -1.622, 0.734], [1.065, -0.218, 8.088], [1.253, 0.655, 3.079], [-0.870, 0.167, -0.676], [0.042, 1.332, 0.235], [-0.996, 0.260, -0.094], [-0.443, -0.045, -0.578], [0.060, -1.032, -0.106], [0.573, -0.345, -1.177], [-0.607, -1.367, -1.125], [-0.462, 1.655, -1.908], [1.379, 1.289, -0.559], [-0.171, 0.022, -0.456], [0.456, 0.797, -1.963], [0.492, 0.973, 2.866], [0.505, -4.775, -2.137], [-1.501, 0.256, -1.337], [0.327, 1.141, 0.891], [0.824, 0.369, 2.186], [0.178, -0.687, -0.319], [0.826, -0.172, 0.075], [0.016, -0.491, -0.261], [-0.053, 0.008, 0.147], [-0.371, -0.334, -0.217], [-0.190, 0.264, -0.896], [-0.239, 0.665, -0.115], [0.407, -0.259, 0.162], [0.164, -0.546, -0.743], [-0.404, 0.271, 0.055], [-0.103, -0.715, 0.619], [-0.113, 0.363, 0.320], [0.064, 0.929, -0.491], [0.841, -0.166, 0.399], [-0.185, -0.447, 0.389], [0.781, 0.473, 0.417], [-0.102, 0.165, 0.133], [0.334, 0.969, -0.967], [-0.190, 0.026, -0.165], [-0.209, 0.174, 0.011], [0.159, -0.011, 0.010], [-0.315, -0.454, 0.081], [0.117, -0.070, -0.008], [-0.061, 0.046, -0.298], [0.295, 0.179, 0.290], [0.064, 0.402, -0.386], [0.174, -0.473, -0.036], [-0.258, -0.443, -0.585], [-0.835, 0.015, -0.929], [0.396, -0.649, -0.302], [-0.003, 0.225, -0.257], [0.331, -0.023, 0.230], [-0.314, -0.552, -0.098], [0.049, 0.152, 0.091], [0.623, 0.389, -0.733], [-0.480, 0.362, -0.557]],
  "mulliken_charge": [-0.576, -0.633, -0.570, -0.274, 0.053, -0.418, -0.401, 0.132, -0.362, 0.158, -0.412, -0.750, 0.286, 0.276, -0.847, -0.946, -0.931, -0.589, -0.604, -0.687, 0.346, 0.074, -0.959, 0.098, 0.389, 0.304, 0.314, -0.895, -0.758, -0.906, 0.255, 0.319, 0.286, 0.324, 0.203, 0.248, 0.303, 0.328, 0.255, 0.225, 0.369, 0.245, 0.328, 0.292, 0.327, 0.178, 0.248, 0.268, 0.343, 0.296, 0.284, 0.296, 0.313, 0.162, 0.223, 0.282, 0.275, 0.255, 0.389, 0.208, 0.259, 0.371, 0.283, 0.320, 0.298, 0.228],
  "spin_multiplicity": 1,
  "e_homo_ev": -9.338,
  "max_force_ha_per_bohr": 0.159,
  "e_lumo_ha": -0.007,
  "orbital_gap_ev": 9.1
}